Formula: C3H9S3
Source: the OMol25 dataset
Level of theory: ωB97M-V with the def2-TZVPD basis set

multiplicity	1
E_LUMO	3.176	eV
charge	-1

Last column: Mulliken charge in e.
Cartesian coordinates (Å):
C 1.985 -1.227 1.972  -0.814
S 1.395 -0.760 0.261  -0.548
H 1.455 -0.655 2.740  0.176
H 1.862 -2.296 2.186  0.196
H 3.052 -1.001 2.067  0.205
C -2.094 0.054 0.002  -0.990
C -1.138 0.907 -0.808  -0.563
S -0.263 -0.118 -2.065  -0.138
S 0.745 1.419 -3.050  -0.304
H -1.485 -0.727 0.474  0.196
H -2.840 -0.446 -0.627  0.290
H -2.592 0.615 0.793  0.333
H -0.346 1.324 -0.188  0.355
H -1.650 1.725 -1.328  0.439
H 1.913 1.186 -2.429  0.167



Formula: C4H2S
Source: the OMol25 dataset
Level of theory: ωB97M-V with the def2-TZVPD basis set

multiplicity	1
E_LUMO	-1.693	eV
charge	0

Last column: Mulliken charge in e.
Cartesian coordinates (Å):
S -2.517 0.134 0.118  -0.152
C -0.972 0.680 -0.290  -0.318
C 0.052 -0.196 -0.122  0.425
C 0.551 -1.529 -0.167  -0.654
C 1.328 -0.463 0.322  0.014
H -0.633 1.497 -0.748  0.356
H 2.191 -0.124 0.887  0.329



Formula: C2H4IPS
Source: the OMol25 dataset
Level of theory: ωB97M-V with the def2-TZVPD basis set

multiplicity	3
E_LUMO (spin up / spin down)	-0.415 / -1.315	eV
charge	0

Last column: Löwdin spin population.
Cartesian coordinates (Å):
C 1.651 0.047 1.193  0.959
C 2.437 -0.449 2.318  0.166
P -0.215 -1.923 -0.794  0.308
S 0.849 -0.135 -0.097  0.436
I -1.430 -0.842 -2.637  0.018
H 3.040 -1.354 2.008  0.029
H 1.745 -0.571 3.178  0.032
H 3.104 0.272 2.917  0.020
H 0.740 -2.588 -1.559  0.033



Formula: C5H8O2
Source: the OMol25 dataset
Level of theory: ωB97M-V with the def2-TZVPD basis set

multiplicity	1
E_LUMO	0.868	eV
charge	0

Last column: Mulliken charge in e.
Cartesian coordinates (Å):
C -1.450 -0.341 -0.362  -1.346
C -0.344 0.675 -0.083  0.140
O -0.880 1.910 0.354  -0.572
C 0.622 0.173 0.989  -0.495
C 1.612 -0.813 0.402  -0.617
C 1.675 -1.029 -0.894  0.573
O 1.695 -1.207 -2.052  -0.405
H -2.156 -0.325 0.474  0.366
H -1.991 -0.110 -1.287  0.378
H -1.049 -1.356 -0.459  0.366
H 0.244 0.849 -1.000  0.314
H -1.477 2.219 -0.339  0.323
H 1.140 1.033 1.428  0.330
H 0.060 -0.305 1.803  0.299
H 2.300 -1.373 1.026  0.346



Formula: C3H5N2S2
Source: the OMol25 dataset
Level of theory: ωB97M-V with the def2-TZVPD basis set

multiplicity	1
E_LUMO	-5.201	eV
charge	+1

Last column: Mulliken charge in e.
Cartesian coordinates (Å):
N -1.006 -0.954 1.279  -0.348
C -0.382 -0.412 0.256  1.089
C -0.276 0.998 0.113  -0.667
C 0.710 1.652 -0.560  -0.169
S 1.893 0.956 -1.588  0.020
S 0.795 -0.699 -2.188  0.069
N 0.359 -1.272 -0.640  -0.350
H -1.390 -0.361 1.998  0.226
H -1.047 -1.950 1.428  0.230
H -0.947 1.592 0.720  0.304
H 0.860 2.708 -0.387  0.334
H 0.430 -2.257 -0.430  0.261



Formula: C4H8NO3
Source: the OMol25 dataset
Level of theory: ωB97M-V with the def2-TZVPD basis set

multiplicity	1
E_LUMO	3.629	eV
charge	-1

Last column: Mulliken charge in e.
Cartesian coordinates (Å):
C 1.169 1.913 0.137  -0.783
C 1.839 0.873 -0.745  0.571
O 2.697 1.195 -1.556  -0.684
N 1.480 -0.403 -0.534  -0.242
H 2.004 -1.125 -1.005  0.194
H 0.733 -0.668 0.096  0.224
H 1.186 2.863 -0.407  0.242
H 1.779 1.962 1.046  0.215
H 0.163 1.630 0.450  0.300
C -1.917 -0.749 -0.147  -0.402
C -1.764 -1.786 0.997  0.579
O -0.728 -1.628 1.702  -0.747
O -2.688 -2.598 1.097  -0.722
H -1.068 -0.084 -0.111  -0.171
H -2.805 -0.166 0.099  0.252
H -2.081 -1.228 -1.118  0.175



Formula: C32H55Cl2FeN9O2P
Source: the OMol25 dataset
Level of theory: ωB97M-V with the def2-TZVPD basis set

multiplicity	6
E_LUMO (spin up / spin down)	-4.360 / -9.194	eV
charge	+2

Last column: Löwdin spin population.
Cartesian coordinates (Å):
Fe -0.596 -0.282 5.083  3.606
C -2.982 -5.027 5.183  0.001
N -2.450 -3.845 4.468  0.012
C -2.851 -3.777 3.068  0.001
C -1.641 -2.903 4.999  0.020
N -1.079 -1.949 4.345  0.051
N -1.212 -3.194 6.314  0.007
C -0.545 -2.353 7.205  0.015
N -0.136 -2.964 8.313  0.009
N -0.357 -1.102 6.896  0.039
H -3.538 -5.647 4.403  0.000
H -3.659 -4.723 5.992  0.000
H -2.225 -5.689 5.601  0.000
H -2.865 -2.730 2.692  0.000
H -3.936 -4.046 2.914  0.000
H -2.306 -4.482 2.432  0.000
H -1.109 -1.961 3.366  0.005
H -1.706 -4.002 6.702  0.000
H -0.192 -3.954 8.384  0.001
H 0.470 -2.487 8.965  0.000
H 0.198 -0.578 7.557  0.002
Cl -2.026 1.229 4.382  0.144
O -0.746 0.577 -1.951  0.523
P -0.875 0.852 -3.427  0.092
C 0.509 1.919 -4.044  0.139
C 0.954 1.735 -5.513  0.023
C 2.246 1.057 -5.824  0.003
C 3.340 1.350 -4.833  0.001
C 2.815 1.218 -3.395  0.002
C 1.620 2.089 -3.043  0.015
C -0.898 -0.757 -4.272  0.083
C -2.246 -1.473 -3.957  0.011
C -2.228 -2.352 -2.704  0.015
C -1.316 -3.513 -3.001  0.003
C -0.163 -3.147 -3.952  0.009
C 0.202 -1.646 -3.784  0.007
C -2.360 1.826 -3.778  -0.004
C -3.450 1.663 -2.653  0.001
C -4.767 1.206 -3.113  0.000
C -5.240 1.685 -4.466  0.000
C -4.236 1.291 -5.525  0.000
C -2.843 1.819 -5.282  0.000
H -0.087 2.914 -3.997  0.015
H 1.036 2.746 -5.881  0.013
H 0.118 1.181 -6.075  0.004
H 2.598 1.404 -6.855  0.001
H 2.139 -0.033 -5.967  0.001
H 3.836 2.316 -5.023  0.000
H 4.133 0.594 -4.899  0.000
H 3.606 1.505 -2.661  0.000
H 2.581 0.169 -3.111  0.000
H 1.939 3.142 -3.095  0.008
H 1.224 1.902 -2.053  0.003
H -0.780 -0.646 -5.375  0.006
H -2.669 -2.096 -4.756  0.008
H -3.036 -0.722 -3.923  0.003
H -3.273 -2.677 -2.416  0.002
H -1.968 -1.840 -1.759  0.007
H -1.964 -4.346 -3.333  0.001
H -0.940 -3.974 -2.093  0.000
H -0.359 -3.462 -4.999  0.000
H 0.716 -3.679 -3.673  0.001
H 1.222 -1.372 -4.191  0.000
H 0.232 -1.497 -2.693  0.002
H -1.978 2.864 -3.682  0.000
H -3.644 2.653 -2.227  0.000
H -2.965 1.040 -1.917  0.000
H -5.560 1.471 -2.424  0.000
H -4.857 0.079 -3.048  0.000
H -5.360 2.797 -4.409  0.000
H -6.226 1.225 -4.602  0.000
H -4.599 1.774 -6.450  0.000
H -4.215 0.231 -5.763  0.000
H -2.950 2.885 -5.607  0.000
H -2.195 1.256 -5.893  0.000
C 4.406 -0.852 3.927  0.000
N 3.499 0.092 4.464  0.001
C 3.954 0.904 5.543  0.002
C 3.065 1.719 6.134  0.001
C 1.706 1.588 5.739  0.009
N 1.259 0.546 5.007  0.043
C 2.144 -0.228 4.295  0.009
O 1.871 -1.215 3.617  0.010
N 0.815 2.610 5.963  0.009
H 4.281 -1.881 4.328  0.000
H 5.473 -0.496 4.068  0.000
H 4.179 -0.912 2.841  0.000
H 4.915 0.583 5.924  0.000
H 3.428 2.586 6.762  0.000
H 1.042 3.343 6.678  0.000
H -0.217 2.427 5.824  0.001
Cl 6.839 3.955 1.973  0.000
C 5.237 3.693 1.506  0.000
C 4.155 3.646 2.371  0.000
C 2.923 3.527 1.813  0.000
C 2.847 3.140 0.448  0.000
N 3.876 3.101 -0.368  0.000
C 5.052 3.399 0.133  0.000
H 4.259 3.816 3.449  0.000
H 1.993 3.708 2.312  0.000
H 1.870 2.929 0.035  0.000
H 5.798 3.530 -0.679  0.000



Formula: C30H57Br9Hg2N3O3
Source: the OMol25 dataset
Level of theory: ωB97M-V with the def2-TZVPD basis set

multiplicity	1
E_LUMO	-5.411	eV
charge	+1

Last column: Mulliken charge in e.
Cartesian coordinates (Å):
Hg -1.205 -0.059 1.533  0.839
Hg 0.505 -2.732 -0.612  1.556
C -4.201 -0.755 2.457  -1.715
C -3.613 -0.290 3.819  1.310
C -3.496 -1.626 4.598  -1.289
C -2.508 -1.551 5.757  -0.957
C -1.186 -0.861 5.365  -1.357
C -1.358 0.507 4.676  1.988
N -2.275 0.299 3.528  0.860
O -2.413 1.528 2.810  -0.782
C 0.064 0.814 4.180  -2.379
C -1.738 1.585 5.683  -1.664
C -4.605 0.614 4.541  -1.513
H -4.788 -1.659 2.579  0.557
H -3.472 -0.814 1.647  0.040
H -4.842 0.064 2.112  0.355
H -3.383 -2.508 3.969  0.531
H -4.427 -1.796 5.146  0.389
H -2.212 -2.493 6.218  0.438
H -2.859 -0.912 6.572  0.373
H -0.580 -1.569 4.792  0.359
H -0.679 -0.724 6.324  0.417
H 0.464 0.041 3.510  0.614
H 0.666 0.746 5.087  0.634
H 0.214 1.796 3.735  0.181
H -2.166 2.506 5.298  0.056
H -0.974 1.816 6.428  0.454
H -2.460 1.110 6.356  0.467
H -4.204 0.991 5.478  0.374
H -5.512 0.050 4.747  0.493
H -4.849 1.511 3.972  0.213
C 1.580 1.766 -1.477  -1.209
C 0.706 1.696 -0.221  1.182
C 0.240 3.131 0.132  -1.323
C -0.920 3.646 -0.705  -0.793
C -2.100 2.677 -0.706  -1.035
C -1.677 1.309 -1.231  1.226
N -0.512 0.870 -0.447  1.373
O -0.242 -0.550 -0.625  -0.101
C -1.455 1.260 -2.733  -1.915
C -2.925 0.466 -0.956  -2.276
C 1.594 1.193 0.923  0.068
H 1.118 2.220 -2.354  0.122
H 1.659 0.726 -1.815  -0.401
H 2.565 2.215 -1.395  0.621
H 1.081 3.778 -0.144  0.477
H 0.104 3.347 1.195  0.457
H -0.638 3.757 -1.756  0.424
H -1.237 4.641 -0.387  0.539
H -2.768 3.142 -1.440  0.290
H -2.684 2.680 0.215  0.269
H -1.216 0.256 -3.086  0.114
H -0.669 1.898 -3.139  0.429
H -2.319 1.640 -3.282  0.493
H -2.746 -0.587 -1.213  0.121
H -3.798 0.702 -1.562  0.590
H -3.241 0.437 0.092  0.262
H 1.089 0.497 1.592  -0.969
H 2.211 1.990 1.320  0.721
H 2.268 0.475 0.440  -0.749
C 3.852 -3.438 -3.631  -1.706
C 2.718 -2.570 -3.067  2.124
C 2.496 -1.375 -4.007  -0.146
C 1.542 -1.541 -5.180  -0.987
C 0.266 -2.309 -4.796  -0.292
C 0.511 -3.540 -3.935  1.135
N 1.443 -3.249 -2.837  1.698
O 1.447 -4.239 -1.883  -0.731
C 0.923 -4.691 -4.849  -1.697
C -0.880 -3.942 -3.385  -2.202
C 3.233 -1.942 -1.749  -2.656
H 4.030 -4.359 -3.074  0.384
H 4.742 -2.823 -3.735  0.438
H 3.534 -3.784 -4.615  0.358
H 3.411 -1.060 -4.524  0.391
H 2.289 -0.437 -3.483  -0.515
H 2.021 -1.965 -6.070  0.448
H 1.189 -0.600 -5.611  0.532
H -0.327 -2.583 -5.668  0.529
H -0.303 -1.523 -4.286  -0.603
H 1.233 -5.608 -4.345  0.364
H 1.857 -4.431 -5.363  0.308
H 0.254 -4.887 -5.684  0.467
H -1.434 -3.148 -2.876  0.316
H -0.811 -4.735 -2.634  0.480
H -1.410 -4.411 -4.210  0.497
H 4.194 -1.484 -1.963  0.482
H 3.388 -2.778 -1.061  0.538
H 2.546 -1.186 -1.355  0.172
C 6.520 -0.100 1.910  -0.480
Br 7.443 -1.810 2.072  -0.024
Br 6.077 0.568 3.678  -0.044
Br 4.865 -0.354 0.924  0.128
H 7.164 0.639 1.457  0.456
C -3.152 5.144 2.487  0.742
Br -1.807 6.524 2.603  -0.037
Br -4.535 5.685 1.194  -0.049
Br -3.979 4.914 4.231  -0.069
H -2.710 4.208 2.171  -0.617
C 5.138 2.489 -4.072  -0.409
Br 3.558 3.601 -3.755  -0.015
Br 5.185 1.889 -5.923  -0.016
Br 5.353 1.153 -2.705  0.047
H 5.956 3.180 -3.936  0.411



Formula: C30H23BBr2F6O2S
Source: the OMol25 dataset
Level of theory: ωB97M-V with the def2-TZVPD basis set

multiplicity	1
E_LUMO	-1.216	eV
charge	0

Last column: Mulliken charge in e.
Cartesian coordinates (Å):
C 3.832 -2.898 2.457  -1.215
C 2.822 -2.306 1.544  0.646
C 3.088 -1.171 0.763  -1.017
C 2.099 -0.857 -0.141  -0.950
C 0.853 -1.585 0.047  1.010
B 1.719 2.265 3.269  0.580
C 0.113 -2.058 -1.176  0.658
C -1.012 -2.860 -1.020  -0.854
C -1.982 -2.830 -2.012  -0.232
C -3.351 -3.370 -1.719  0.823
F -4.049 -3.650 -2.860  -0.287
F -3.332 -4.505 -0.966  -0.278
F -4.090 -2.434 -1.015  -0.252
C -1.737 -2.229 -3.242  -0.870
C -0.518 -1.596 -3.439  0.247
C -0.200 -0.953 -4.757  0.884
F 0.535 0.197 -4.578  -0.249
F 0.532 -1.764 -5.574  -0.284
F -1.323 -0.589 -5.448  -0.252
C 0.434 -1.544 -2.428  -0.808
O 2.107 2.030 4.562  -0.424
C 3.578 1.893 4.486  -0.284
C 3.929 2.200 3.006  -0.150
O 2.698 2.551 2.316  -0.446
S 1.270 -2.938 1.238  -0.320
H 4.823 -2.856 1.982  0.346
H 3.903 -2.301 3.382  0.204
H 3.614 -3.947 2.689  0.395
H 4.042 -0.646 0.869  0.477
H 2.177 -0.072 -0.894  0.470
H -1.175 -3.431 -0.105  0.640
H -2.490 -2.249 -4.015  0.588
H 1.359 -1.010 -2.611  0.602
H 4.073 2.610 5.191  0.258
H 3.829 0.837 4.780  0.202
H 4.610 3.068 2.913  0.299
H 4.376 1.322 2.501  0.065
Br -2.995 2.909 5.015  -0.200
C -1.648 1.908 4.137  -0.359
C -1.667 0.500 4.194  -0.515
C -0.820 -0.253 3.366  -1.181
C -0.097 0.311 2.311  0.587
C -0.191 -0.338 0.942  0.024
C -0.577 0.673 -0.096  -0.905
C -1.707 0.582 -0.844  0.070
C -1.977 1.385 -2.033  0.331
C -3.142 1.146 -2.807  -0.219
C -3.370 1.805 -4.012  -0.628
C -2.388 2.691 -4.509  0.041
Br -2.579 3.446 -6.236  -0.198
C -1.252 2.989 -3.741  -0.671
C -1.065 2.354 -2.510  -0.367
C 0.284 1.784 2.564  0.801
C -0.623 2.529 3.468  -0.374
H -2.337 0.016 4.900  0.432
H -0.833 -1.336 3.521  0.450
H -0.954 -1.152 1.044  0.485
H 0.066 1.543 -0.233  0.198
H -2.510 -0.110 -0.562  0.318
H -3.891 0.429 -2.449  0.383
H -4.270 1.623 -4.605  0.408
H -0.509 3.694 -4.119  0.422
H -0.192 2.607 -1.914  0.372
H 0.513 2.346 1.642  -0.405
H -0.430 3.598 3.571  0.475



Formula: C4H30F3O15PtS
Source: the OMol25 dataset
Level of theory: ωB97M-V with the def2-TZVPD basis set

multiplicity	3
E_LUMO (spin up / spin down)	-7.002 / -9.354	eV
charge	+1

Last column: Löwdin spin population.
Cartesian coordinates (Å):
Pt -4.730 2.056 3.880  0.980
C 0.630 0.790 0.415  0.170
F 1.268 -0.015 -0.449  0.049
F 1.270 0.915 1.561  0.042
F 0.458 1.940 -0.272  0.067
S -1.119 0.044 0.754  0.073
O -1.802 1.088 1.572  0.116
O -1.760 -0.218 -0.553  0.064
O -0.719 -1.203 1.457  0.413
O -0.939 -4.137 5.296  0.000
H -0.593 -3.718 4.508  0.000
H -1.659 -4.684 4.980  0.000
O -4.207 -4.356 -0.867  0.000
H -4.022 -3.417 -0.890  0.000
H -5.163 -4.412 -0.856  0.000
O -0.038 6.222 -3.756  0.000
H -0.449 6.503 -4.573  0.000
H -0.681 5.640 -3.351  0.000
O -4.466 0.704 -3.752  0.000
H -3.932 0.306 -3.065  0.000
H -4.400 0.096 -4.489  0.000
O 3.757 5.704 2.503  0.000
H 3.595 5.769 1.562  0.000
H 3.205 4.978 2.793  0.000
O -4.303 -0.922 4.686  0.013
H -3.816 -1.679 4.360  0.000
H -4.263 -1.003 5.639  0.000
O -6.324 1.588 1.116  0.009
H -6.237 0.812 0.563  0.000
H -7.220 1.889 0.969  0.000
O 0.196 -3.957 -1.184  0.000
H -0.631 -3.856 -1.656  0.000
H -0.009 -3.700 -0.285  0.000
O 4.269 2.777 -4.194  0.000
H 3.691 3.388 -4.650  0.000
H 3.741 2.445 -3.467  0.000
O -2.397 4.705 3.661  0.001
H -2.593 5.539 4.087  0.000
H -1.453 4.731 3.506  0.000
O -2.618 3.958 -2.197  0.000
H -1.889 3.377 -1.979  0.000
H -3.176 3.438 -2.775  0.000
C 4.771 -2.722 -2.024  0.000
C 5.107 -3.055 -0.510  0.000
C 5.116 -4.546 -0.268  0.000
O 6.437 -2.652 -0.251  0.000
H 5.378 -3.270 -2.745  0.000
H 4.986 -1.663 -2.168  0.000
H 3.726 -2.940 -2.241  0.000
H 4.459 -2.607 0.244  0.000
H 5.048 -4.820 0.785  0.000
H 5.921 -5.134 -0.709  0.000
H 4.174 -5.020 -0.546  0.000
H 6.407 -1.695 -0.177  0.000



Formula: C5H14S
Source: the OMol25 dataset
Level of theory: ωB97M-V with the def2-TZVPD basis set

multiplicity	1
E_LUMO	0.953	eV
charge	0

Last column: Mulliken charge in e.
Cartesian coordinates (Å):
C -2.519 -0.312 1.343  -1.093
C -2.277 -1.156 0.094  -0.271
C -1.004 -0.795 -0.669  -0.934
H -2.251 0.736 1.266  0.302
H -3.565 -0.349 1.628  0.336
H -1.983 -0.713 2.206  0.283
H -2.315 -2.211 0.378  0.283
H -3.090 -0.976 -0.615  0.273
H -0.893 -1.447 -1.534  0.342
H -0.093 -0.780 -0.065  0.207
H -1.164 0.225 -1.035  0.280
C 2.403 0.418 -1.273  -0.860
C 2.152 1.353 -0.072  -0.555
S 2.110 0.957 1.709  -0.225
H 2.708 -0.603 -1.071  0.281
H 1.558 0.554 -1.930  0.236
H 3.215 0.944 -1.791  0.359
H 1.126 1.759 -0.161  0.182
H 2.724 2.270 -0.151  0.473
H 3.157 0.124 1.743  0.102



Formula: C2H4ClIN2O
Source: the OMol25 dataset
Level of theory: ωB97M-V with the def2-TZVPD basis set

multiplicity	1
E_LUMO	-0.111	eV
charge	0

Last column: Mulliken charge in e.
Cartesian coordinates (Å):
C -0.249 -0.549 -1.309  0.703
C -0.076 0.183 0.870  -0.258
N 0.670 0.084 -2.014  -0.304
N -0.477 -0.712 1.902  -0.447
O -1.028 -1.435 -1.483  -0.442
Cl -1.128 1.844 0.778  -0.235
I 2.018 0.706 0.965  0.065
H 1.227 0.853 -1.539  0.140
H 0.463 0.178 -2.911  0.239
H 0.037 -0.513 2.737  0.261
H -1.456 -0.640 2.003  0.278



| no. | electronic energy (eV) |
| --- | --- |
| 1 | -35763.320 |
| 2 | -15009.967 |
| 3 | -30359.432 |
| 4 | -9408.587 |
| 5 | -27835.614 |
| 6 | -11912.854 |
| 7 | -120290.859 |
| 8 | -681362.984 |
| 9 | -203477.395 |
| 10 | -57565.680 |
| 11 | -16246.661 |
| 12 | -27787.317 |